1.
Computed, not measured: a cluster of 2 separate species, C2HF5O in total, with ωB97M-V/def2-TZVPD.

Structure (XYZ):
```
9
Properties=species:S:1:pos:R:3
C -0.4260 -1.1877 0.0081
C -2.5848 -0.0102 -0.0673
O 0.2672 -0.6061 1.0161
F -0.8489 -2.4241 0.0842
F 0.1210 -1.0224 -1.1364
F -3.5641 -0.8632 0.1165
F -2.8903 0.8257 -1.0753
F -2.2909 0.6667 1.0803
H 0.1936 -1.0417 1.8868
```

Summary:
Electronic energy = -651.2838 Eh
Maximum force = 4.379 eV/Å
HOMO-LUMO gap (spin up / spin down) = 9.17 / 9.17 eV
2S+1 = 1
LUMO (spin up / spin down) = 0.1 / 0.1 eV
HOMO (spin up / spin down) = -9.119 / -9.118 eV



2.
Computed, not measured: a structure of composition C12H23FNO8Sr, with ωB97M-V/def2-TZVPD.

Structure (XYZ):
```
46
Properties=species:S:1:pos:R:3
Sr -0.4097 1.1202 0.1010
O 0.1874 1.5684 4.0753
H 0.8028 1.5167 4.8229
H 0.2005 2.4860 3.7685
H 0.4926 0.9534 3.3599
O 2.2671 -1.9092 1.1340
H 2.1610 -1.2037 1.7969
H 2.0206 -2.7985 1.5431
H 1.5742 -1.6705 0.5007
C -1.3882 -5.2392 1.6992
C -2.2150 -4.2164 2.3463
C -1.4677 -2.8308 2.5485
O -2.1237 -1.8249 2.7525
C -0.0214 -2.8116 2.4425
C 0.6349 -3.8610 1.8821
C -0.0350 -5.0973 1.4257
O 0.5548 -5.9348 0.6985
O 1.9005 -3.7387 1.8720
O -3.3990 -4.3637 2.7194
H -1.8881 -6.1253 1.3352
H 0.5014 -1.9325 2.7926
F 1.0660 0.3180 2.0609
C -1.9837 4.2007 -0.8922
O -2.0020 2.8065 -1.2092
C -2.4306 2.5217 -2.5461
C -1.8472 1.2370 -3.0803
N -0.5000 0.8194 -2.5727
C 0.5513 1.7760 -2.8511
C 1.9012 1.2751 -2.4277
O 1.8057 1.2409 -1.0287
C 3.1079 0.9853 -0.4495
H -2.9606 4.6744 -0.7993
H -1.2723 4.6895 -1.5584
H -1.5672 4.2972 0.1123
H -2.1127 3.4177 -3.0827
H -3.5197 2.4836 -2.5753
H -1.8894 1.0995 -4.1611
H -2.4071 0.3946 -2.6686
H -0.1751 -0.0485 -2.9794
H 0.3063 2.7824 -2.5041
H 0.5462 2.0076 -3.9209
H 2.6376 1.9896 -2.7983
H 2.1224 0.3103 -2.8885
H 3.2940 -0.0866 -0.5276
H 3.0447 1.1795 0.6206
H 3.9342 1.5420 -0.8889
```

Summary:
Electronic energy = -1257.8479 Eh
Maximum force = 11.284 eV/Å
HOMO-LUMO gap = 2.16 eV
2S+1 = 1
LUMO = -5.3 eV
Charge = +1
HOMO = -7.495 eV



3.
Computed, not measured: a structure of composition C7H8N3OPS, with ωB97M-V/def2-TZVPD.

Structure (XYZ):
```
21
Properties=species:S:1:pos:R:3
C 3.1948 0.7044 0.7704
P 2.2826 -0.8625 0.2966
O 2.8241 -1.2458 -1.2894
C 0.4671 -0.3982 0.1352
C -0.6049 -1.1573 0.7553
C -2.0700 -0.7475 0.6353
N -3.1101 -1.5398 1.2534
C -2.4864 0.4418 -0.1157
C -1.3773 1.2188 -0.7741
N -1.7150 2.3386 -1.5174
S -0.1842 2.8098 -2.0601
N 0.8785 1.6962 -1.3935
C 0.0830 0.8139 -0.6734
H 4.2666 0.6083 0.4246
H 2.7880 1.6315 0.2776
H 3.2054 0.8654 1.8863
H 2.0946 -1.7752 -1.6693
H -0.3550 -2.0799 1.3357
H -3.8898 -1.5747 0.5854
H -2.7268 -2.4926 1.3193
H -3.5649 0.7449 -0.1820
```

Summary:
Electronic energy = -1250.5399 Eh
Maximum force = 4.592 eV/Å
HOMO-LUMO gap = 7.26 eV
2S+1 = 1
LUMO = -1.0 eV
HOMO = -8.304 eV



4.
Computed, not measured: a structure of composition C37H36As2N2OPtS4, with ωB97M-V/def2-TZVPD.

Structure (XYZ):
```
83
Properties=species:S:1:pos:R:3
Pt -0.1727 1.9985 -2.0898
C 2.2318 1.0545 0.3819
C 0.9597 1.1730 1.2085
As -0.2682 2.4624 0.3763
C 0.2712 4.1514 1.1650
C 0.8334 4.2743 2.4321
C 1.1887 5.5235 2.9228
C 0.9835 6.6588 2.1503
C 0.4304 6.5426 0.8828
C 0.0819 5.2928 0.3890
C -1.9100 1.9947 1.3032
C -2.8840 1.3315 0.5622
C -4.0463 0.8903 1.1813
C -4.2415 1.1146 2.5378
C -3.2798 1.7925 3.2753
C -2.1172 2.2361 2.6575
As 1.7981 0.6979 -1.4970
C 3.4848 1.1540 -2.3428
C 3.7556 2.5074 -2.5263
C 4.9328 2.9077 -3.1385
C 5.8398 1.9561 -3.5888
C 5.5698 0.6067 -3.4158
C 4.3954 0.2038 -2.7904
C 1.7506 -1.2333 -1.6347
C 1.4612 -1.7909 -2.8775
C 1.3309 -3.1659 -3.0146
C 1.4743 -3.9920 -1.9083
C 1.7616 -3.4404 -0.6668
C 1.9049 -2.0653 -0.5327
H 2.9238 0.3043 0.7674
H 2.7764 2.0023 0.3489
H 1.1700 1.4624 2.2397
H 0.3985 0.2396 1.2152
H 1.0042 3.3986 3.0462
H 1.6278 5.6093 3.9085
H 1.2594 7.6318 2.5351
H 0.2732 7.4232 0.2739
H -0.3376 5.2051 -0.6062
H -2.7216 1.1584 -0.4964
H -4.8005 0.3737 0.6011
H -5.1475 0.7683 3.0186
H -3.4355 1.9820 4.3299
H -1.3773 2.7743 3.2373
H 3.0294 3.2492 -2.2098
H 5.1364 3.9615 -3.2783
H 6.7517 2.2679 -4.0811
H 6.2743 -0.1368 -3.7659
H 4.1947 -0.8508 -2.6469
H 1.3289 -1.1519 -3.7435
H 1.1049 -3.5885 -3.9854
H 1.3591 -5.0636 -2.0127
H 1.8672 -4.0777 0.2023
H 2.1041 -1.6494 0.4470
S -1.0585 0.5362 -3.7029
S -2.3597 1.5192 -4.8766
S -2.8297 3.3633 -4.0298
S -1.4473 3.8952 -2.6705
C -3.5241 -4.5076 0.7385
N -2.3715 -3.9360 0.0442
N -1.9295 -2.7255 0.6018
C -1.5211 -1.8626 -0.4239
O -0.8833 -0.8451 -0.2295
C -1.9596 -2.5003 -1.6469
C -2.4633 -3.7053 -1.3215
C -3.0888 -4.7353 -2.1946
C -1.2838 -2.7355 1.8639
C -0.6033 -3.8574 2.3188
C 0.0393 -3.8140 3.5483
C 0.0224 -2.6525 4.3073
C -0.6592 -1.5349 3.8411
C -1.3267 -1.5745 2.6273
H -3.3518 -4.4274 1.8090
H -3.6106 -5.5623 0.4857
H -4.4551 -3.9897 0.4895
H -1.8233 -2.0816 -2.6302
H -2.9823 -4.4477 -3.2375
H -4.1535 -4.8391 -1.9757
H -2.6211 -5.7101 -2.0497
H -0.5781 -4.7483 1.7048
H 0.5642 -4.6894 3.9082
H 0.5347 -2.6198 5.2598
H -0.6846 -0.6268 4.4301
H -1.8754 -0.7155 2.2641
```

Summary:
Electronic energy = -7799.9228 Eh
Maximum force = 0.530 eV/Å
HOMO-LUMO gap (spin up / spin down) = 5.92 / 6.10 eV
2S+1 = 3
LUMO (spin up / spin down) = 0.5 / -1.0 eV
HOMO (spin up / spin down) = -5.402 / -7.122 eV



> The highest 2S+1 belongs to which entry?

C37H36As2N2OPtS4



Please write out number 2 again, unchanged.
Computed, not measured: a structure of composition C12H23FNO8Sr, with ωB97M-V/def2-TZVPD.

Structure (XYZ):
```
46
Properties=species:S:1:pos:R:3
Sr -0.4097 1.1202 0.1010
O 0.1874 1.5684 4.0753
H 0.8028 1.5167 4.8229
H 0.2005 2.4860 3.7685
H 0.4926 0.9534 3.3599
O 2.2671 -1.9092 1.1340
H 2.1610 -1.2037 1.7969
H 2.0206 -2.7985 1.5431
H 1.5742 -1.6705 0.5007
C -1.3882 -5.2392 1.6992
C -2.2150 -4.2164 2.3463
C -1.4677 -2.8308 2.5485
O -2.1237 -1.8249 2.7525
C -0.0214 -2.8116 2.4425
C 0.6349 -3.8610 1.8821
C -0.0350 -5.0973 1.4257
O 0.5548 -5.9348 0.6985
O 1.9005 -3.7387 1.8720
O -3.3990 -4.3637 2.7194
H -1.8881 -6.1253 1.3352
H 0.5014 -1.9325 2.7926
F 1.0660 0.3180 2.0609
C -1.9837 4.2007 -0.8922
O -2.0020 2.8065 -1.2092
C -2.4306 2.5217 -2.5461
C -1.8472 1.2370 -3.0803
N -0.5000 0.8194 -2.5727
C 0.5513 1.7760 -2.8511
C 1.9012 1.2751 -2.4277
O 1.8057 1.2409 -1.0287
C 3.1079 0.9853 -0.4495
H -2.9606 4.6744 -0.7993
H -1.2723 4.6895 -1.5584
H -1.5672 4.2972 0.1123
H -2.1127 3.4177 -3.0827
H -3.5197 2.4836 -2.5753
H -1.8894 1.0995 -4.1611
H -2.4071 0.3946 -2.6686
H -0.1751 -0.0485 -2.9794
H 0.3063 2.7824 -2.5041
H 0.5462 2.0076 -3.9209
H 2.6376 1.9896 -2.7983
H 2.1224 0.3103 -2.8885
H 3.2940 -0.0866 -0.5276
H 3.0447 1.1795 0.6206
H 3.9342 1.5420 -0.8889
```

Summary:
Electronic energy = -1257.8479 Eh
Maximum force = 11.284 eV/Å
HOMO-LUMO gap = 2.16 eV
2S+1 = 1
LUMO = -5.3 eV
Charge = +1
HOMO = -7.495 eV



> What is the electronic energy in the third record?

-1250.5399 Eh



> What is the 2S+1 in the first record?

1